Here is C35H54BBr3F5MgN7NaO7PS2V as an isolated structure from OMol25. Energies are from the ωB97M-V functional and the def2-TZVPD basis.

Cartesian coordinates (Å):
1 N -1.0902 -5.3012 3.1988
2 C -0.5551 -4.7609 1.8782
3 C 0.9123 -3.9575 1.8972
4 P 1.7522 -3.8076 3.6048
5 O 3.4405 -3.4048 3.5117
6 Br 0.7792 -1.9989 4.6630
7 C 1.5609 -3.3750 0.4979
8 C 3.0178 -2.6270 0.4229
9 C 3.0599 -1.1147 1.0526
10 O 4.4870 -0.8743 1.4501
11 C 0.6274 -3.5993 -0.8707
12 N 0.9846 -3.1657 -2.2876
13 S -0.3695 -3.6887 -3.2864
14 N -1.5328 -4.5118 -2.2593
15 C -0.8427 -4.3965 -0.8836
16 C -1.4574 -5.0229 0.5345
17 C -2.8349 -5.8846 0.6724
18 C -4.2352 -5.0811 0.4782
19 C -4.1644 -3.4534 0.5582
20 C -4.2825 -3.0206 2.1425
21 C -4.8190 -1.4568 2.2003
22 C -3.6040 -0.3662 1.9943
23 C -3.5961 0.0884 0.4063
24 S -1.7751 0.4320 -0.0548
25 C -1.4771 2.1867 0.5438
26 N -1.5515 2.3467 2.0601
27 N -1.3257 3.7255 2.1910
28 C -1.1155 4.4424 0.8762
29 O -1.1979 3.4430 -0.2027
30 H -2.1134 -5.0614 3.2848
31 H -0.9985 -6.3399 3.2499
32 H 3.7046 -2.9642 4.3909
33 H 3.2827 -2.5192 -0.7310
34 H 3.8583 -3.3538 0.8571
35 H 2.4165 -0.9595 2.0196
36 H 2.8375 -0.2896 0.2191
37 H 4.6984 -1.4330 2.2757
38 H -2.8752 -6.5203 1.6820
39 H -2.7986 -6.7115 -0.1886
40 H -4.9719 -5.4595 1.3369
41 H -4.7222 -5.4246 -0.5301
42 H -3.2829 -2.9554 -0.0257
43 H -5.1630 -3.0477 0.0444
44 H -3.2735 -3.1885 2.7219
45 H -5.1414 -3.6662 2.6518
46 H -5.7012 -1.2529 1.4272
47 H -5.2980 -1.2818 3.2730
48 H -2.5593 -0.8906 2.2188
49 H -3.6772 0.5524 2.7212
50 H -4.0620 -0.7316 -0.2888
51 H -4.2233 1.0804 0.3000
52 H -0.9045 5.5958 0.8004
53 O -6.6083 -1.5653 -3.5137
54 V -6.5012 -0.6177 -2.0383
55 O -6.3941 0.3300 -0.5629
56 F 3.9759 0.6107 -4.1470
57 C 3.0906 1.3752 -3.4940
58 C 3.1435 2.7574 -3.6368
59 C 2.2186 3.5535 -2.9612
60 C 1.2571 2.9583 -2.1408
61 C 1.2154 1.5704 -1.9999
62 C 2.1332 0.7741 -2.6845
63 H 3.9026 3.2024 -4.2718
64 H 2.2466 4.6346 -3.0723
65 H 0.5387 3.5799 -1.6105
66 H 0.4687 1.1097 -1.3576
67 H 2.1095 -0.3068 -2.5935
68 C 1.0696 1.6402 -9.3463
69 C 1.7234 1.0104 -8.1186
70 C 0.7174 0.3183 -7.1698
71 O -0.0396 1.2197 -6.3574
72 C -1.1644 1.7914 -7.0080
73 N 2.5085 2.0365 -7.4164
74 H 0.5558 2.5776 -9.1166
75 H 1.8272 1.8719 -10.1039
76 H 0.3465 0.9550 -9.8008
77 H 2.4137 0.2398 -8.4820
78 H 1.2892 -0.3016 -6.4674
79 H 0.0552 -0.3649 -7.7138
80 H -1.6336 1.0967 -7.7113
81 H -0.8740 2.7126 -7.5166
82 H -1.8995 2.0582 -6.2418
83 H 3.0189 1.5913 -6.6530
84 H 1.8443 2.6511 -6.9363
85 Br -1.4083 -5.5981 -4.0170
86 Na -6.5083 -0.8439 -5.2381
87 Br 0.6917 -1.0742 -3.4137
88 Mg 6.0917 0.4086 -3.4516
89 B 3.0917 -7.1528 1.8495
90 F 4.5031 -7.1264 1.5019
91 F 2.7605 -5.9664 2.6218
92 F 2.2938 -7.1784 0.6345
93 F 2.8093 -8.3400 2.6399
94 C 2.5308 8.6474 1.1086
95 C 2.2699 8.1317 2.5002
96 C 0.9304 7.4468 2.3383
97 O 0.8699 6.9647 0.9888
98 C 1.9531 7.5447 0.2487
99 H 3.5866 8.8402 0.9020
100 H 1.9738 9.5780 0.9471
101 H 3.0354 7.3956 2.7725
102 H 2.2599 8.9132 3.2643
103 H 0.1040 8.1516 2.4787
104 H 0.7994 6.6125 3.0335
105 H 2.6917 6.7568 0.0652
106 H 1.5872 7.9112 -0.7143
107 C -0.6480 1.5593 7.9411
108 C 0.7938 1.1375 7.6758
109 C 1.0838 -0.2991 8.1149
110 C 0.8457 -0.4370 9.6097
111 N 0.6481 -0.5515 10.8498
112 H -0.8833 1.5448 9.0100
113 H -0.8165 2.5808 7.5857
114 H -1.3520 0.8974 7.4236
115 H 1.4670 1.8291 8.1970
116 H 1.0005 1.2331 6.6042
117 H 2.1243 -0.5574 7.8913
118 H 0.4368 -1.0029 7.5803

Atomic forces in eV per Å
N 0.1 0.9 -2.5
C 0.2 0.4 -2.0
C -1.6 0.8 -5.1
P 1.2 -1.8 1.4
O -1.8 1.3 0.7
Br 0.2 0.1 -0.9
C -3.1 -1.7 0.4
C -0.6 -0.5 -1.3
C 1.2 -0.1 0.6
O -1.4 -1.1 0.8
C -0.2 -0.7 -0.6
N -3.8 -4.2 4.1
S 2.8 2.6 2.2
N 3.4 3.1 4.1
C 0.1 -1.3 2.1
C 3.0 1.5 0.4
C 0.6 -1.1 -0.8
C -0.6 0.0 -0.1
C -1.5 -0.4 0.6
C -1.0 0.8 -0.8
C 0.0 0.3 1.3
C 0.1 -0.9 -0.6
C -0.7 1.0 1.7
S -0.5 2.1 -0.2
C -0.4 0.5 4.3
N 1.3 3.6 -8.1
N 0.5 1.8 -4.6
C -1.1 -4.9 4.0
O -0.9 -1.0 4.9
H 1.5 -0.3 -0.3
H 0.2 1.1 -0.2
H -0.8 -1.0 -1.7
H -0.7 -0.3 2.4
H -2.1 1.7 -0.5
H 0.8 -0.4 -2.1
H 0.3 -1.9 2.0
H -0.8 1.1 -1.9
H 0.5 1.7 -2.2
H 0.1 1.8 1.9
H 1.6 0.9 -1.9
H 1.0 0.7 1.8
H -1.4 -1.1 1.3
H 2.1 -0.9 1.1
H -1.9 0.5 -1.1
H 2.0 1.2 -1.2
H 2.0 -0.5 1.5
H 1.1 -0.4 -2.2
H -2.2 1.0 -0.4
H 0.0 -1.8 -1.7
H 1.3 1.7 1.2
H 1.3 -2.2 -0.1
H -0.2 -2.7 -0.4
O 0.1 -0.4 1.8
V -0.1 1.6 3.3
O -0.2 -1.9 -3.0
F 0.9 -0.8 -0.5
C -2.1 2.1 0.6
C 0.7 -0.6 -0.2
C -0.2 -0.4 0.3
C 0.0 -0.2 0.1
C -0.3 1.0 0.1
C 0.9 0.7 -0.4
H -0.1 0.0 0.0
H 0.0 -0.2 0.0
H 0.2 -0.2 -0.1
H 0.1 0.0 -0.2
H 1.5 0.2 1.2
C 0.1 0.0 -0.3
C -0.4 0.2 0.1
C 0.3 0.1 0.2
O 0.1 -0.5 -0.4
C 0.0 0.3 0.3
N -0.1 -0.1 0.4
H 0.1 -0.1 0.1
H -0.1 0.0 0.2
H 0.1 0.1 0.1
H -0.1 0.0 0.2
H -0.1 0.1 0.0
H -0.1 0.1 -0.1
H 0.1 0.0 0.0
H -0.2 -0.1 -0.2
H 0.2 -0.1 0.0
H 0.0 0.0 -0.2
H 0.2 -0.1 -0.2
Br -0.9 -3.2 -0.5
Na 0.0 0.6 -2.2
Br -1.7 0.5 -1.3
Mg 0.2 -0.1 0.1
B 0.7 -1.5 -0.3
F -1.9 0.2 0.4
F 0.1 -0.5 -0.6
F 0.6 0.4 1.3
F 0.2 1.8 -1.0
C 0.1 0.6 -0.3
C 0.3 -0.2 0.5
C -0.5 0.0 0.3
O 0.2 0.1 -0.1
C 0.0 -0.3 -0.3
H -0.1 0.0 0.0
H 0.1 -0.1 0.0
H -0.1 0.1 0.0
H 0.0 -0.1 -0.1
H 0.0 0.0 0.1
H -0.1 0.0 -0.2
H 0.1 0.0 -0.1
H -0.1 -0.1 0.1
C -0.1 0.1 0.0
C -0.2 0.4 0.0
C -0.1 0.2 1.1
C -1.3 -1.1 8.4
N 1.6 1.0 -9.9
H 0.1 -0.1 -0.1
H 0.0 -0.2 0.0
H 0.1 0.1 0.1
H 0.0 -0.2 -0.1
H 0.1 -0.1 0.1
H -0.2 -0.1 0.2
H 0.0 0.0 0.2

- 2S+1: 1
- Charge: +1
- LUMO level: -7.483 eV
- Maximum force: 0.1959 Eh/bohr

Löwdin atomic charge list, values in e, 6 entries: 0.0305 -0.0923 -0.2003 0.6462 -0.3960 0.2090

Here is C19H25BeN3SSi as an isolated structure from OMol25. Energies are from the ωB97M-V functional and the def2-TZVPD basis.

Cartesian coordinates (Å):
1 C 1.1095 2.8315 1.6529
2 C 0.0006 2.6582 0.7758
3 C -1.1772 2.5627 1.5692
4 H 0.0257 2.6883 -0.3127
5 C -0.7955 2.6263 2.9449
6 C 0.6180 2.7993 3.0006
7 H 1.2068 2.9459 3.9084
8 H 2.1316 3.0510 1.3369
9 H -2.1895 2.4884 1.1793
10 H -1.4740 2.5674 3.7953
11 Be 0.1443 1.2340 2.0429
12 C -1.0867 -2.1330 -3.3589
13 H -2.1091 -1.8262 -3.6293
14 H -0.9954 -3.2089 -3.5718
15 H -0.3567 -1.6048 -3.9847
16 Si -0.8589 -1.8259 -1.5349
17 C 0.9798 -1.5791 -1.2372
18 C 1.5090 -0.2965 -1.0283
19 H 0.8345 0.5391 -0.8096
20 C 2.8781 -0.0369 -1.1858
21 H 3.2496 0.9912 -1.1624
22 C 3.7583 -1.0949 -1.4118
23 H 4.8200 -0.9020 -1.5551
24 C 3.2693 -2.4017 -1.4491
25 H 3.9629 -3.2346 -1.5712
26 C 1.8924 -2.6418 -1.3702
27 H 1.5198 -3.6655 -1.4399
28 C -1.6200 -0.0833 -1.4939
29 C -1.0882 0.8967 -2.3571
30 H -0.1262 0.7319 -2.8577
31 C -1.8054 2.0565 -2.6713
32 H -1.3756 2.7684 -3.3789
33 C -3.0465 2.2803 -2.0745
34 H -3.6018 3.1872 -2.3038
35 C -3.5449 1.3611 -1.1480
36 H -4.4992 1.5414 -0.6497
37 C -2.8356 0.1864 -0.8532
38 H -3.2420 -0.5561 -0.1573
39 H -1.4570 -3.0236 -0.5964
40 H -1.2464 -2.3643 -0.0081
41 N 1.5907 0.1560 2.2692
42 N 1.2783 -1.1189 2.8585
43 C -0.0228 -1.4396 2.9158
44 N -0.3380 -2.5793 3.5542
45 S -1.1849 -0.5670 2.0507
46 H 1.9998 -0.0148 1.3381
47 H 2.3477 0.5814 2.8171
48 H 1.9098 -1.5010 3.5675
49 H -1.3106 -2.8442 3.6079
50 H 0.3515 -3.1866 3.9777

Atomic forces in eV per Å
C -0.2 0.9 0.4
C -0.2 0.5 0.2
C 0.2 0.7 0.4
H 0.0 -0.3 0.4
C -0.1 0.5 -0.6
C 0.1 0.8 -0.5
H -0.2 -0.3 -0.4
H -0.3 -0.4 0.2
H 0.4 -0.3 0.1
H 0.3 -0.2 -0.3
Be -0.4 -1.5 0.1
C 0.1 -0.4 -1.2
H 0.3 0.0 0.0
H 0.0 0.3 0.1
H -0.1 0.1 -0.2
Si -0.4 -0.7 0.2
C 0.3 -0.7 0.7
C 0.3 0.3 -0.4
H 0.2 -0.4 -0.2
C -0.2 -0.2 0.2
H -0.1 -0.3 0.1
C 0.0 0.0 0.1
H -0.2 -0.1 0.0
C -0.2 0.0 0.1
H -0.2 0.2 0.0
C 0.4 0.3 -0.2
H 0.1 0.3 -0.1
C -0.5 -0.3 0.3
C -0.3 -0.1 -0.3
H -0.4 0.0 0.1
C 0.2 -0.3 0.3
H -0.2 -0.1 0.2
C 0.1 0.1 0.2
H 0.0 -0.2 0.0
C 0.1 -0.3 0.2
H 0.2 0.0 -0.2
C -0.1 0.4 -0.4
H 0.1 0.3 -0.2
H -0.2 -0.9 -3.2
H 0.7 2.6 3.8
N 0.8 -1.2 0.4
N 1.9 0.3 -0.3
C -2.4 1.0 -0.1
N -0.1 -0.7 0.4
S 1.1 -0.5 0.3
H -0.2 -0.2 0.1
H -0.5 0.0 -0.1
H -0.3 0.6 -0.6
H 0.3 0.0 -0.1
H -0.2 0.2 -0.2

- 2S+1: 1
- LUMO level (alpha / beta): -0.299 / -0.298 eV
- Energy relative to the best compared isomer or geometry (same formula, charge and spin): 76.3 kcal per mole
- Maximum force: 0.0904 Eh/bohr

Löwdin atomic charge list, values in e, 6 entries: -0.1295 -0.1051 -0.1262 0.1170 -0.1222 -0.1293

Here is a 11-piece molecular cluster, C6H37N2O10 overall from OMol25. Energies are from the ωB97M-V functional and the def2-TZVPD basis.

Cartesian coordinates (Å):
1 N 1.6851 0.7086 0.3214
2 C 0.7886 1.5797 -0.4868
3 C 1.0670 3.0502 -0.3381
4 C 0.8481 1.2279 -2.0362
5 N 0.5615 -0.1025 -2.5336
6 C 1.6500 -1.0109 -2.8662
7 C 1.1270 -2.0520 -3.8662
8 C -0.4805 -0.7763 -1.7495
9 H 1.1697 0.4423 1.1529
10 H 2.5268 1.1141 0.7640
11 H 2.1224 -0.0743 -0.1483
12 H -0.2375 1.2852 -0.2793
13 H 0.9550 3.3870 0.6989
14 H 2.1251 3.0797 -0.6412
15 H 0.3953 3.6942 -0.8959
16 H 1.8071 1.5406 -2.4864
17 H 0.1209 1.9381 -2.4518
18 H 2.0520 -1.4346 -1.9443
19 H 2.4617 -0.4368 -3.3345
20 H 1.9163 -2.7234 -4.2024
21 H 0.3717 -2.6860 -3.4185
22 H 0.8752 -1.4991 -4.7628
23 H -0.1399 -1.3680 -0.9042
24 H -1.0255 -1.5622 -2.2852
25 H -1.1527 -0.0341 -1.3398
26 H -2.4375 1.6270 1.0739
27 H -2.1877 1.9229 2.5933
28 O -2.2235 1.2375 1.9303
29 H 4.0674 -1.0883 1.2301
30 H 5.2315 -0.2384 0.9084
31 O 4.2748 -0.2485 0.8012
32 H -1.3467 3.8772 0.2589
33 H -2.1988 3.6116 -1.0623
34 O -2.0438 3.3965 -0.1425
35 H -0.0716 -4.2155 1.7343
36 H 0.0641 -3.9433 3.1917
37 O 0.2052 -3.5266 2.3338
38 H -0.7398 -1.3656 3.2931
39 H -0.7096 -0.2046 2.4739
40 O -0.1566 -0.9950 2.6338
41 H 2.1052 2.8641 2.7341
42 H 2.7828 1.4977 3.1030
43 O 2.5643 2.1000 2.3908
44 H 2.3304 -2.2939 0.7299
45 H 0.8616 -2.1370 1.2206
46 O 1.4876 -1.8912 0.5159
47 H -3.6627 1.3901 -2.2947
48 H -3.7113 -0.0746 -1.9401
49 O -3.2837 0.7338 -1.7297
50 H -1.7244 -2.2265 1.6837
51 H -3.1828 -1.8037 1.2998
52 O -2.6191 -2.5586 1.5677
53 H -4.3156 0.0022 -0.0126
54 H -4.4873 -0.1235 1.4863
55 O -4.3204 -0.6532 0.6977

Atomic forces in eV per Å
N 0.8 1.1 0.6
C -0.8 -0.9 -2.4
C 0.8 -0.5 0.9
C 0.8 0.4 -0.2
N -0.8 -0.1 1.0
C 0.2 0.4 -0.2
C 1.4 0.1 0.3
C -0.2 -0.4 0.0
H 0.0 -1.0 -0.1
H -0.4 0.9 -0.4
H -1.0 -0.7 -0.3
H 0.1 0.2 0.8
H 0.3 -0.1 0.0
H -0.3 1.1 0.1
H 0.3 -0.3 -0.6
H -0.1 -0.1 0.4
H -0.1 -0.1 0.0
H 0.2 -0.5 0.0
H -0.2 -0.1 0.0
H 0.3 -0.1 0.3
H -0.4 0.2 -0.3
H -0.8 -0.1 -0.1
H 0.7 0.2 0.3
H -0.2 0.7 -0.5
H -0.4 -0.1 -0.4
H 0.1 0.4 0.0
H -0.2 0.5 0.0
O 0.3 -0.9 0.0
H -0.2 0.1 0.0
H 0.2 0.4 -0.2
O 0.1 -0.5 0.3
H 0.9 1.0 0.0
H 0.4 0.4 0.0
O -1.5 -1.5 0.1
H -0.2 -0.3 -0.5
H 0.1 0.2 0.1
O 0.1 -0.5 0.4
H 0.1 -1.0 0.6
H 0.3 0.2 -0.5
O -0.7 1.6 -0.1
H 0.0 0.1 0.5
H 0.0 0.2 0.4
O 0.2 -0.1 -0.4
H -0.2 -0.5 0.1
H 0.3 -0.1 0.2
O 0.3 -0.1 -0.2
H -0.5 0.6 -0.6
H -0.5 -1.3 -0.6
O 0.8 0.7 1.1
H 0.0 0.1 -0.1
H 0.4 -0.4 -0.1
O -0.1 0.0 0.1
H 0.2 -0.1 0.0
H 0.0 -0.1 0.1
O -0.4 0.5 0.0

- 2S+1: 1
- Charge: +1
- LUMO level: -2.654 eV
- Energy relative to the best compared isomer or geometry (same formula, charge and spin): 59.9 kcal per mole
- Maximum force: 0.0531 Eh/bohr

Löwdin atomic charge list, values in e, 6 entries: 0.1904 -0.3177 -0.0497 -0.1424 -0.1959 -0.2539